Record 1
{"formula": "C18H34Br2FN2O3", "method": "wB97M-V/def2-TZVPD", "fmax_ev_per_a": 6.68, "orbital_gap_ev": 8.28, "e_homo_ev": -11.763, "total_energy_ha": -6288.73200, "lumo_ha": -0.1279, "total_charge": 1, "elements": ["C", "C", "O", "C", "C", "O", "C", "C", "C", "N", "N", "C", "Br", "C", "C", "Br", "C", "C", "C", "C", "F", "H", "H", "H", "H", "H", "H", "H", "H", "H", "H", "H", "H", "H", "H", "H", "H", "H", "H", "H", "H", "H", "H", "H", "H", "H", "H", "C", "C", "C", "O", "C", "H", "H", "H", "H", "H", "H", "H", "H"], "coordinates": [[3.21412, 3.33078, 4.37359], [2.16412, 3.54817, 3.10512], [2.79782, 3.43592, 1.78226], [3.23312, 2.06192, 1.48377], [2.39958, 1.33835, 0.25152], [0.98849, 1.05952, 0.55587], [0.81370, -0.16790, 1.34747], [0.85490, -0.07764, 2.98517], [-0.69512, -0.38704, 3.42916], [-1.58850, -0.71697, 2.21244], [-2.33204, -1.78282, 2.77083], [-2.30293, 0.57566, 1.88575], [-1.62175, 2.40896, 2.47180], [-3.57343, 0.65086, 1.05724], [-4.29403, 2.12164, 0.71714], [-4.46097, -0.95994, 0.27814], [-0.52704, -1.09413, 1.15717], [-1.02123, -1.54741, -0.33512], [0.23259, -2.42523, -1.00949], [0.05857, -3.98789, -0.52351], [1.27673, -4.48965, 0.21594], [3.51827, 4.36930, 4.84302], [4.13884, 2.66388, 4.11036], [2.59271, 2.73883, 5.19727], [1.17959, 2.90229, 3.22003], [1.80100, 4.68130, 3.20101], [4.36416, 2.15027, 1.11236], [3.26404, 1.34348, 2.41366], [3.02749, 0.37694, -0.05925], [2.50637, 2.08000, -0.67742], [1.72756, -0.90326, 1.13322], [1.46857, 0.76282, 3.51909], [1.45699, -1.06299, 3.28060], [-1.17884, 0.18056, 4.33045], [-0.58463, -1.48348, 3.88933], [-2.52904, -2.46625, 1.99686], [-3.22144, -1.36034, 3.14777], [-4.42101, 2.79802, 1.66376], [-3.78261, 2.66808, -0.20083], [-5.40162, 1.87356, 0.34700], [-0.15780, -2.13406, 1.61270], [-1.28121, -0.66014, -1.06322], [-1.91692, -2.33120, -0.25736], [0.12978, -2.40517, -2.19859], [1.28749, -2.05438, -0.66471], [-0.84231, -4.16740, 0.21740], [-0.14114, -4.72479, -1.44075], [-0.75444, 0.09926, -6.08161], [0.48228, -0.69371, -6.41696], [0.87757, -1.25037, -5.06659], [-0.33279, -1.42053, -4.31612], [-1.39664, -0.75394, -5.00975], [-1.41071, 0.27318, -6.93807], [-0.46953, 1.07228, -5.66401], [0.22390, -1.51332, -7.09782], [1.27321, -0.09958, -6.88166], [1.51480, -0.54842, -4.51834], [1.40010, -2.20815, -5.14463], [-2.04223, -1.52249, -5.44860], [-1.98653, -0.16523, -4.30184]], "forces_ev_per_a": [[-1.16, -0.51, 0.42], [-0.12, 1.53, 0.98], [-0.60, -2.16, 1.41], [0.98, -0.64, -0.74], [1.90, 1.03, -0.15], [0.61, -1.82, 0.75], [1.46, -0.82, 0.75], [0.14, -1.18, -0.08], [2.91, -2.28, 3.26], [2.12, 3.74, 1.31], [-2.49, -1.21, -1.54], [-5.48, 1.31, -3.59], [-0.55, -2.59, -0.68], [3.60, 1.32, 2.26], [-1.25, -1.20, -0.58], [0.94, 1.79, 0.92], [1.46, -2.68, -1.16], [0.63, -0.28, -0.44], [-0.64, -0.87, 0.08], [0.15, -0.89, -0.03], [-2.49, 1.25, -1.60], [-0.42, -2.27, -1.14], [-1.72, 1.49, 0.39], [1.43, 1.28, -1.54], [2.19, 0.98, -0.43], [0.78, -2.51, -0.50], [-2.45, -0.27, 0.67], [-0.23, 1.57, -1.60], [-1.54, 1.67, 0.79], [-0.88, -1.63, 2.08], [-2.05, 1.60, -0.04], [-1.78, -1.18, -1.36], [-1.35, 2.12, -0.52], [0.59, -0.51, -2.42], [-0.34, 2.60, -0.98], [-0.29, 1.01, 0.97], [1.04, -0.83, -0.71], [0.67, -1.41, -1.85], [-0.71, -1.21, 2.21], [2.50, 0.40, 0.85], [-0.63, 2.14, -0.81], [0.37, -1.70, 1.74], [1.79, 2.05, -0.14], [0.27, 0.22, 2.74], [-2.08, -0.65, -0.79], [1.89, 0.56, -1.29], [0.81, 1.66, 2.05], [-0.21, 0.64, 0.01], [0.25, -0.35, -0.50], [0.38, -0.07, 0.29], [-0.01, 0.12, -0.11], [-0.38, -0.29, 0.09], [0.06, -0.03, 0.14], [-0.08, -0.08, -0.07], [0.09, 0.10, 0.06], [-0.09, -0.10, 0.08], [0.08, -0.01, -0.06], [-0.11, 0.06, 0.10], [-0.06, 0.09, 0.00], [0.07, -0.10, 0.04]]}



Record 2
{"formula": "C18H34Br2N2NbO5", "method": "wB97M-V/def2-TZVPD", "fmax_ev_per_a": 4.16, "orbital_gap_ev": 7.46, "e_homo_ev": -5.270, "total_energy_ha": -6396.88727, "lumo_ha": 0.0803, "total_charge": -1, "elements": ["C", "C", "C", "Nb", "Br", "C", "C", "C", "Br", "N", "C", "O", "N", "C", "C", "C", "H", "H", "H", "H", "H", "H", "H", "H", "H", "H", "H", "H", "H", "H", "H", "H", "H", "H", "O", "C", "O", "C", "C", "C", "H", "H", "H", "H", "H", "H", "H", "H", "O", "C", "O", "C", "C", "C", "H", "H", "H", "H", "H", "H", "H", "H"], "coordinates": [[-1.00764, -5.47308, 1.80423], [-1.96684, -4.89485, 1.29953], [-3.23405, -4.04653, 0.88988], [-2.65178, -2.18592, -0.34677], [-0.56270, -3.40266, -1.38030], [-4.49442, -1.03011, 0.27816], [-5.82375, -1.85264, 0.56326], [-7.04742, -0.78838, 0.47474], [-6.26602, -3.26650, -0.74624], [-2.05843, -0.42853, -1.53396], [-2.15825, -0.72242, -2.75994], [-2.16672, -1.00333, -3.91885], [-1.64800, -1.40285, 1.32873], [-0.23027, -1.76394, 1.53158], [0.69414, -0.78171, 0.69442], [2.21528, -0.73987, 1.22426], [-0.09833, -5.63343, 2.43211], [-3.87825, -4.75399, 0.27869], [-3.76759, -3.78312, 1.84762], [-3.58247, -2.75442, -1.80183], [-4.73557, -0.23473, -0.50467], [-4.23462, -0.44627, 1.22565], [-5.84821, -2.21557, 1.64031], [-7.71560, -1.06457, -0.40475], [-6.68740, 0.26633, 0.29001], [-7.68219, -0.77260, 1.40715], [-1.71460, -0.37575, 1.28152], [0.00738, -1.51576, 2.63010], [0.02525, -2.85475, 1.43378], [0.29486, 0.26959, 0.90894], [0.63628, -0.90740, -0.42128], [2.65923, 0.30669, 1.08763], [2.16534, -1.01438, 2.32231], [2.80955, -1.47288, 0.60850], [6.16135, -0.10797, 0.37862], [5.64282, 0.06712, -0.69676], [4.82314, -0.86846, -1.20631], [4.02166, -0.69198, -2.38182], [4.81847, -0.98742, -3.63630], [5.96903, 1.28334, -1.52060], [3.56332, 0.29941, -2.39762], [3.20184, -1.40826, -2.30108], [5.66270, -0.30370, -3.74838], [4.18630, -0.90324, -4.52250], [5.23313, -1.99679, -3.59471], [6.90412, 1.11141, -2.05539], [6.08946, 2.13317, -0.84772], [5.18943, 1.55976, -2.22756], [2.29997, 2.49104, 0.28565], [1.50239, 3.37554, 0.46915], [1.90520, 4.53895, 1.02115], [1.08429, 5.70781, 1.12109], [0.20113, 5.65256, 2.35095], [0.04182, 3.16964, 0.17174], [0.51579, 5.86679, 0.20181], [1.76924, 6.55356, 1.20915], [-0.48954, 4.80834, 2.31332], [-0.38165, 6.57096, 2.44853], [0.80805, 5.52405, 3.24948], [-0.42183, 2.64547, 1.00820], [-0.04531, 2.55856, -0.72775], [-0.50251, 4.09064, -0.02884]], "forces_ev_per_a": [[-0.34, 1.27, 0.31], [-0.64, 0.70, 0.80], [1.28, -2.19, -0.17], [1.52, 0.23, 1.85], [-0.60, -0.02, -0.02], [-0.70, -0.16, -0.23], [-0.69, 2.89, 0.97], [-0.44, -0.29, -0.49], [0.15, 0.15, 0.68], [-0.90, -1.46, -3.79], [0.56, 0.25, 2.16], [-0.07, 0.75, 1.72], [0.03, -0.34, -2.14], [1.11, 1.32, 1.36], [0.59, 1.01, 0.84], [-0.98, 0.02, -0.64], [-1.37, -0.14, -1.26], [0.57, 0.93, 0.72], [0.51, -0.21, -0.97], [-0.11, 0.35, -0.11], [0.38, -1.16, 0.80], [-0.36, -0.83, -1.00], [0.28, -0.27, -1.69], [0.75, 0.44, 1.21], [-0.18, -1.22, 0.30], [0.65, -0.16, -0.89], [0.03, -0.47, 0.45], [-0.08, -0.39, -1.24], [-0.64, 1.11, -0.37], [0.26, -1.28, -0.33], [-0.04, -0.15, 1.17], [-0.62, -1.61, 0.25], [0.50, 0.26, -1.25], [-0.33, 0.66, 1.03], [-0.29, -0.16, -0.43], [0.30, 0.04, 0.25], [-0.13, -0.25, 0.32], [-0.01, 0.04, -0.23], [0.23, 0.04, -0.05], [-0.39, 0.54, -0.05], [0.11, 0.00, 0.04], [0.12, 0.03, 0.24], [-0.09, 0.05, -0.03], [0.00, -0.02, 0.06], [-0.13, 0.01, 0.01], [-0.04, -0.01, 0.02], [0.17, -0.19, 0.02], [0.09, -0.12, -0.11], [0.02, 0.71, 0.09], [-0.20, -0.65, -0.03], [0.54, 0.24, -0.07], [-0.20, -0.04, 0.14], [-0.12, -0.14, 0.10], [-0.20, 0.29, -0.57], [-0.03, -0.12, 0.05], [0.14, -0.22, -0.05], [-0.02, 0.09, -0.07], [0.04, -0.03, -0.01], [0.03, 0.09, -0.08], [0.02, 0.00, -0.06], [0.05, -0.19, 0.26], [-0.04, 0.01, 0.21]]}